Record 1
The following is a quantum chemistry calculation of a 2-piece molecular cluster, C5H10N2 overall, from the OMol25 dataset.

Values from the calculation:
Electronic energy: -305.8523 Eh
LUMO: 0.0339 Ha
Orbital gap: 8.53 eV
Energy above the lowest of the compared OMol25 structures with the same formula, charge and spin: 107.6 kcal/mol

Positions of all 17 atoms, in Å:
C -0.460 -0.369 -0.118
C 0.728 0.124 0.127
C -1.360 -0.908 0.938
C -1.079 -0.602 -1.530
C 1.715 0.882 -0.603
N 2.239 0.201 2.357
N 1.233 -0.376 2.121
H -1.822 -1.811 0.491
H -2.064 -0.175 1.108
H -0.746 -1.189 1.844
H -0.862 -1.550 -1.812
H -0.775 0.178 -2.099
H -2.137 -0.501 -1.487
H 2.487 1.325 0.063
H 2.340 0.327 -1.354
H 1.247 1.616 -1.275
H 2.842 -0.110 3.209


Record 2
The following is a quantum chemistry calculation of a single C2H4IOP3 molecule, from the OMol25 dataset.

Values from the calculation:
Electronic energy: -1475.5364 Eh
LUMO (spin up / spin down): -0.0453 / -0.0613 Ha
Orbital gap (spin up / spin down): 6.70 / 5.88 eV
Energy above the lowest of the compared OMol25 structures with the same formula, charge and spin: 33.5 kcal/mol

Positions of all 11 atoms, in Å:
C -0.310 -0.142 -0.389
C 0.862 -0.575 0.478
O -0.542 2.053 1.503
P -1.166 1.485 0.055
P -0.348 -0.441 -2.221
P -1.926 -1.175 -0.818
I 1.121 -2.262 -2.678
H 1.407 -1.290 -0.011
H 0.497 -0.579 1.541
H 1.537 0.274 0.496
H -1.133 2.652 2.044


Record 3
The following is a quantum chemistry calculation of a single C20H19NO3 molecule, from the OMol25 dataset.

Values from the calculation:
Electronic energy: -1053.9991 Eh
LUMO: 0.0084 Ha
SMILES: C=CCOC(=O)/C(=C\c1ccccc1)NC(=O)c1ccc(C)cc1
Orbital gap: 8.47 eV
Energy above the lowest of the compared OMol25 structures with the same formula, charge and spin: 12.6 kcal/mol

Positions of all 43 atoms, in Å:
C -2.085 -3.195 1.260
C -1.747 -2.902 2.501
C -1.077 -1.642 2.947
O -0.714 -0.837 1.833
C 0.125 0.192 2.086
O 0.536 0.436 3.191
C 0.501 0.900 0.834
C 1.083 2.114 0.821
C 1.268 3.001 1.961
C 2.488 3.658 2.119
C 2.688 4.526 3.175
C 1.664 4.774 4.074
C 0.438 4.151 3.907
C 0.239 3.273 2.861
N 0.269 0.141 -0.318
C 0.475 0.479 -1.625
O 0.923 1.546 -1.995
C 0.073 -0.591 -2.583
C -0.343 -0.197 -3.852
C -0.732 -1.135 -4.787
C -0.701 -2.493 -4.487
C -1.099 -3.513 -5.507
C -0.261 -2.884 -3.227
C 0.121 -1.950 -2.283
H -2.568 -4.124 1.013
H -1.903 -2.517 0.443
H -1.949 -3.588 3.312
H -1.747 -1.069 3.603
H -0.175 -1.871 3.532
H 1.435 2.487 -0.132
H 3.286 3.465 1.417
H 3.643 5.016 3.295
H 1.818 5.456 4.898
H -0.368 4.355 4.597
H -0.724 2.803 2.724
H -0.165 -0.753 -0.134
H -0.358 0.857 -4.084
H -1.062 -0.813 -5.764
H -0.226 -3.812 -6.089
H -1.505 -4.402 -5.031
H -1.838 -3.108 -6.195
H -0.214 -3.936 -2.984
H 0.488 -2.296 -1.326


Record 4
The following is a quantum chemistry calculation of a single C5H8O molecule, from the OMol25 dataset.

Values from the calculation:
Electronic energy: -270.4048 Eh
LUMO: 0.0047 Ha
Orbital gap: 8.64 eV
Energy above the lowest of the compared OMol25 structures with the same formula, charge and spin: 96.1 kcal/mol

Positions of all 14 atoms, in Å:
O 1.563 0.456 1.494
C 0.440 0.360 0.669
C 0.508 0.854 -0.782
C -0.990 0.819 -0.956
C -1.294 -0.584 -0.494
C -0.190 -1.022 0.501
H 2.192 1.064 1.092
H 0.984 1.831 -0.921
H 0.988 0.120 -1.453
H -0.385 0.972 1.098
H -2.314 -0.721 -0.123
H -1.246 -1.112 -1.464
H -0.594 -1.413 1.439
H 0.520 -1.759 0.104